i:
# C18H57N15O9

A cluster of 9 separate species, C18H57N15O9 in total (wB97M-V/def2-TZVPD, the Open Molecules 2025 dataset).

Each atom is followed by the atoms it is bonded to, with distances in Å.
Geometry (Å):
1 O -11.8732 -13.7447 16.3752  C27 1.481, C31 1.381
2 O -17.8244 -6.1765 16.5396  C25 1.215
3 O -18.9556 -10.0345 18.8253  C29 1.217
4 O -17.7861 -8.4542 9.5215  C26 1.237
5 O -14.6644 -2.7641 14.2490  C37 1.241
6 O -17.1901 -11.2562 15.8011  C39 1.231
7 O -14.2832 -6.5660 15.3371  C33 1.227
8 O -9.9668 -8.0145 13.7728  C35 1.409, C41 1.434
9 O -10.2725 -6.1451 18.1434  C28 1.364, C34 1.449
10 N -17.8203 -4.0059 17.0679  C25 1.346, H48 1.010, H92 1.010
11 N -9.8900 -4.3712 14.2708  C42 1.461, H52 1.010, H57 1.010
12 N -16.4027 -4.7845 15.5692  C25 1.290, H44 1.010, H85 1.010
13 N -17.8098 -12.3283 17.6047  C39 1.289, H49 1.010, H63 1.010
14 N -15.4304 -8.3918 15.7985  C33 1.311, H56 1.010, H73 1.010
15 N -18.6746 -8.9300 16.8507  C29 1.324, H60 1.010, H68 1.010
16 N -14.1572 -8.3491 14.0469  C33 1.263, H47 1.010, H61 1.010
17 N -12.4809 -2.1985 13.8047  C37 1.283, H65 1.010, H93 1.010
18 N -13.7603 -4.8791 18.0028  C38 1.435, H84 1.010, H86 1.010
19 N -14.4814 -13.1726 18.9431  C32 1.447, H59 1.010, H88 1.010
20 N -12.9391 -4.1895 14.1990  C37 1.315, H53 1.010, H69 1.010
21 N -16.3867 -8.8851 11.2241  C26 1.285, H74 1.010, H96 1.010
22 N -16.1892 -9.9962 9.3721  C26 1.317, H67 1.010, H83 1.010
23 N -19.3162 -7.8750 18.5842  C29 1.286, H72 1.010, H94 1.010
24 N -17.1611 -13.4759 15.9177  C39 1.269, H55 1.010, H62 1.010
25 C -17.4088 -5.0540 16.3303  O2 1.215, N10 1.346, N12 1.290
26 C -16.8228 -9.0440 10.0257  O4 1.237, N21 1.285, N22 1.317
27 C -10.5486 -14.4052 16.4082  O1 1.481, H45 1.090, H75 1.090, H81 1.090
28 C -10.1106 -7.2788 18.8849  O9 1.364, H43 1.090, H50 1.090, H87 1.090
29 C -18.9971 -9.0355 18.1308  O3 1.217, N15 1.324, N23 1.286
30 C -8.3897 -5.6920 13.0084  C42 1.535, H71 1.090, H95 1.090, H97 1.090
31 C -12.5618 -13.8815 17.5643  O1 1.381, C32 1.638, H64 1.090, H79 1.090
32 C -13.9765 -13.0565 17.5920  N19 1.447, C31 1.638, C36 1.580, H54 1.090
33 C -14.5780 -7.7240 15.0600  O7 1.227, N14 1.311, N16 1.263
34 C -11.6130 -6.0664 17.5993  O9 1.449, C38 1.513, H82 1.090, H99 1.090
35 C -10.5376 -9.1774 14.3273  O8 1.409, H70 1.090, H89 1.090, H98 1.090
36 C -13.7473 -11.5295 17.2550  C32 1.580, H51 1.090, H77 1.090, H90 1.090
37 C -13.4531 -2.9842 14.0942  O5 1.241, N17 1.283, N20 1.315
38 C -12.7489 -5.7419 18.5443  N18 1.435, C34 1.513, C40 1.583, H91 1.090
39 C -17.4137 -12.3205 16.3783  O6 1.231, N13 1.289, N24 1.269
40 C -13.4583 -6.9148 19.3364  C38 1.583, H46 1.090, H76 1.090, H80 1.090
41 C -10.1786 -6.8271 14.5483  O8 1.434, C42 1.573, H58 1.090, H78 1.090
42 C -9.8181 -5.6503 13.5692  N11 1.461, C30 1.535, C41 1.573, H66 1.090
43 H -10.6655 -8.1267 18.4834  C28 1.090
44 H -16.1883 -3.8223 15.3494  N12 1.010
45 H -10.0748 -14.5756 15.4414  C27 1.090
46 H -12.7673 -7.3044 20.0839  C40 1.090
47 H -14.4649 -9.2970 13.8827  N16 1.010
48 H -18.6577 -4.0550 17.6304  N10 1.010
49 H -18.1336 -11.4781 18.0434  N13 1.010
50 H -10.4615 -7.0817 19.8979  C28 1.090
51 H -13.2528 -11.3860 16.2943  C36 1.090
52 H -10.5420 -4.3803 15.0421  N11 1.010
53 H -13.4303 -5.0375 14.4433  N20 1.010
54 H -14.6721 -13.3332 16.7998  C32 1.090
55 H -17.4284 -14.3367 16.3734  N24 1.010
56 H -15.7276 -9.3241 15.5484  N14 1.010
57 H -9.0169 -4.0031 14.6206  N11 1.010
58 H -9.5424 -7.0291 15.4100  C41 1.090
59 H -15.1196 -12.4303 19.1917  N19 1.010
60 H -18.6797 -8.0239 16.4045  N15 1.010
61 H -13.5915 -7.8008 13.4149  N16 1.010
62 H -16.6728 -13.3449 15.0434  N24 1.010
63 H -17.6186 -13.1819 18.1096  N13 1.010
64 H -11.9618 -13.5130 18.3964  C31 1.090
65 H -11.6668 -2.7211 13.5145  N17 1.010
66 H -10.5434 -5.6561 12.7556  C42 1.090
67 H -16.5636 -10.2588 8.4716  N22 1.010
68 H -18.3859 -9.7373 16.3168  N15 1.010
69 H -11.9302 -4.2090 14.2421  N20 1.010
70 H -11.6196 -9.0848 14.4210  C35 1.090
71 H -8.2617 -4.8480 12.3307  C30 1.090
72 H -19.6270 -7.8479 19.5448  N23 1.010
73 H -16.1103 -7.8460 16.3083  N14 1.010
74 H -17.0301 -8.3088 11.7476  N21 1.010
75 H -10.6061 -15.3163 17.0038  C27 1.090
76 H -13.5948 -7.8266 18.7550  C40 1.090
77 H -13.1190 -11.0551 18.0088  C36 1.090
78 H -11.2221 -6.6332 14.7967  C41 1.090
79 H -12.6205 -14.9651 17.6662  C31 1.090
80 H -14.3373 -6.5764 19.8850  C40 1.090
81 H -9.9129 -13.9132 17.1444  C27 1.090
82 H -11.7134 -5.4310 16.7194  C34 1.090
83 H -15.4943 -10.5618 9.8384  N22 1.010
84 H -14.0799 -5.5208 17.2914  N18 1.010
85 H -15.6240 -5.4271 15.5394  N12 1.010
86 H -13.2517 -4.1626 17.5048  N18 1.010
87 H -9.1016 -7.6899 18.9160  C28 1.090
88 H -14.8079 -14.1201 19.0686  N19 1.010
89 H -10.2103 -9.3566 15.3515  C35 1.090
90 H -14.6786 -10.9663 17.1945  C36 1.090
91 H -12.2057 -5.1868 19.3090  C38 1.090
92 H -17.3484 -3.1141 17.1124  N10 1.010
93 H -12.6300 -1.2475 13.4990  N17 1.010
94 H -19.0563 -7.1055 17.9839  N23 1.010
95 H -7.6799 -5.4512 13.7998  C30 1.090
96 H -15.6255 -9.4108 11.6293  N21 1.010
97 H -8.0924 -6.6199 12.5198  C30 1.090
98 H -10.3681 -10.0079 13.6420  C35 1.090
99 H -11.8935 -7.0114 17.1341  C34 1.090

Values from the calculation:
HOMO-LUMO gap ... 9.130 eV
HOMO level ... -9.20 eV
Multiplicity ... 1

***

ii:
# C18H57N15O9

A cluster of 9 separate species, C18H57N15O9 in total (wB97M-V/def2-TZVPD, the Open Molecules 2025 dataset).

Each atom is followed by the atoms it is bonded to, with distances in Å.
Geometry (Å):
1 O -0.2857 1.5166 -2.9893  C27 1.225
2 O 2.9521 3.2574 0.1423  C38 1.234
3 O -0.5269 4.1934 3.1537  C36 1.218
4 O -3.4637 -6.8096 -0.8078  C33 1.417, C34 1.406
5 O 0.0067 -2.8186 5.4596  C26 1.403, C29 1.409
6 O 3.4785 5.3066 -4.7613  C40 1.219
7 O 4.0175 1.2891 -6.1223  C35 1.217
8 O 0.0525 -2.2112 -0.1020  C37 1.408, C41 1.412
9 O -0.4104 4.1602 -0.3775  C25 1.235
10 N 4.9495 3.0142 1.2067  C38 1.357, H43 1.004, H62 1.002
11 N 1.2680 5.4909 0.3038  C25 1.359, H56 1.021, H89 1.002
12 N -1.5154 2.6080 1.8350  C36 1.373, H71 1.011, H72 1.003
13 N -1.1758 3.6105 -3.1147  C27 1.371, H68 1.011, H90 1.002
14 N 3.8563 1.7129 -3.8832  C35 1.375, H45 1.018, H85 1.000
15 N -0.1815 -2.5866 2.8440  C31 1.445, H81 1.011, H86 1.009
16 N -0.7900 2.3460 -5.0340  C27 1.373, H53 1.000, H82 1.003
17 N 1.4181 0.9732 -1.1986  C32 1.465, H46 1.020, H94 1.024
18 N 2.1256 0.6905 -4.9969  C35 1.376, H57 1.002, H96 1.001
19 N -1.4743 2.3614 4.1326  C36 1.385, H58 1.002, H64 1.001
20 N 2.3114 4.3450 -3.0533  C40 1.369, H88 1.006, H92 1.011
21 N -0.7726 6.4181 -0.3394  C25 1.372, H70 1.002, H79 1.002
22 N -3.2786 -5.1447 1.4212  C39 1.508, H52 1.014, H66 1.010
23 N 4.8529 3.7711 -0.9808  C38 1.371, H95 1.008, H97 1.003
24 N 2.7370 6.6144 -3.0583  C40 1.379, H65 1.002, H69 1.002
25 C -0.0017 5.3009 -0.1404  O9 1.235, N11 1.359, N21 1.372
26 C -0.3735 -2.7480 6.8084  O5 1.403, H47 1.095, H63 1.089, H67 1.098
27 C -0.7372 2.4338 -3.6646  O1 1.225, N13 1.371, N16 1.373
28 C -4.9884 -3.6226 0.5502  C39 1.512, H60 1.093, H74 1.090, H77 1.093
29 C -0.3938 -4.0189 4.8400  O5 1.409, C31 1.517, H75 1.099, H78 1.100
30 C 1.2908 -4.5746 3.0644  C31 1.564, H54 1.086, H59 1.096, H91 1.101
31 C -0.1074 -3.9372 3.3529  N15 1.445, C29 1.517, C30 1.564, H76 1.095
32 C 1.0268 -0.0388 -0.2145  N17 1.465, C37 1.537, C42 1.530, H55 1.096
33 C -4.0949 -5.5423 -0.8590  O4 1.417, C39 1.521, H61 1.093, H99 1.094
34 C -4.3184 -7.9025 -1.0338  O4 1.406, H49 1.094, H84 1.088, H98 1.100
35 C 3.3762 1.2564 -5.0881  O7 1.217, N14 1.375, N18 1.376
36 C -1.1385 3.1458 3.0412  O3 1.218, N12 1.373, N19 1.385
37 C 0.0003 -1.0050 -0.8265  O8 1.408, C32 1.537, H48 1.092, H73 1.093
38 C 4.1850 3.3130 0.1259  O2 1.234, N10 1.357, N23 1.371
39 C -4.4871 -5.0487 0.5247  N22 1.508, C28 1.512, C33 1.521, H87 1.098
40 C 2.8533 5.4105 -3.7201  O6 1.219, N20 1.369, N24 1.379
41 C -0.6296 -3.2486 -0.7740  O8 1.412, H44 1.094, H51 1.089, H93 1.098
42 C 0.5236 0.5756 1.0935  C32 1.530, H50 1.094, H80 1.092, H83 1.091
43 H 4.4686 2.7347 2.0429  N10 1.004
44 H -1.6717 -2.9832 -0.9767  C41 1.094
45 H 3.3404 1.4544 -3.0441  N14 1.018
46 H 1.8273 1.7593 -0.6935  N17 1.020
47 H -1.3663 -3.1815 6.9707  C26 1.095
48 H -0.9824 -0.5407 -0.7193  C37 1.092
49 H -5.0915 -7.9788 -0.2639  C34 1.094
50 H 0.5076 -0.1811 1.8834  C42 1.094
51 H -0.5464 -4.1266 -0.1354  C41 1.089
52 H -2.7055 -5.8494 0.9696  N22 1.014
53 H -1.0864 3.0875 -5.6353  N16 1.000
54 H 1.5166 -4.6754 2.0069  C30 1.086
55 H 1.8993 -0.6554 0.0316  C32 1.096
56 H 1.8195 4.6316 0.3128  N11 1.021
57 H 1.8121 0.2965 -4.1302  N18 1.002
58 H -1.8283 1.4356 3.9850  N19 1.002
59 H 2.0724 -4.0541 3.6288  C30 1.096
60 H -5.7387 -3.3964 -0.2117  C28 1.093
61 H -4.9649 -5.5937 -1.5184  C33 1.093
62 H 5.9482 2.9365 1.1853  N10 1.002
63 H -0.4072 -1.7078 7.1298  C26 1.089
64 H -1.1284 2.6294 5.0324  N19 1.001
65 H 3.2131 7.3946 -3.4680  N24 1.002
66 H -3.5723 -5.4662 2.3323  N22 1.010
67 H 0.3537 -3.2739 7.4409  C26 1.098
68 H -1.0800 3.6877 -2.1112  N13 1.011
69 H 2.2894 6.6946 -2.1651  N24 1.002
70 H -0.4327 7.3537 -0.2231  N21 1.002
71 H -1.2629 3.1169 0.9984  N12 1.011
72 H -2.2335 1.9092 1.7988  N12 1.003
73 H 0.3713 -1.1166 -1.8485  C37 1.093
74 H -5.3700 -3.3940 1.5456  C28 1.090
75 H -1.4483 -4.2449 5.0497  C29 1.099
76 H -0.7263 -4.5906 2.7287  C31 1.095
77 H -4.1651 -2.9186 0.4013  C28 1.093
78 H 0.1798 -4.8471 5.2805  C29 1.100
79 H -1.7416 6.3019 -0.5666  N21 1.002
80 H -0.5043 0.9340 1.0028  C42 1.092
81 H 0.1942 -2.5048 1.9092  N15 1.011
82 H -0.3761 1.4962 -5.3701  N16 1.003
83 H 1.1641 1.3914 1.4306  C42 1.091
84 H -3.6996 -8.7971 -1.0719  C34 1.088
85 H 4.7203 2.2023 -3.7646  N14 1.000
86 H 0.2306 -1.9539 3.5134  N15 1.009
87 H -5.2466 -5.7073 0.9657  C39 1.098
88 H 1.7171 4.4142 -2.2448  N20 1.006
89 H 1.5886 6.3873 0.6149  N11 1.002
90 H -1.8211 4.2189 -3.5817  N13 1.002
91 H 1.2928 -5.5756 3.5218  C30 1.101
92 H 2.3997 3.4271 -3.4671  N20 1.011
93 H -0.1646 -3.4882 -1.7396  C41 1.098
94 H 0.6007 1.3692 -1.6709  N17 1.024
95 H 4.3387 3.8651 -1.8429  N23 1.008
96 H 1.7079 0.4077 -5.8620  N18 1.001
97 H 5.7935 4.1076 -0.8930  N23 1.003
98 H -4.8060 -7.8497 -2.0179  C34 1.100
99 H -3.3359 -4.8502 -1.2359  C33 1.094

Values from the calculation:
HOMO-LUMO gap ... 8.378 eV
HOMO level ... -8.02 eV
Multiplicity ... 1

***

iii:
# C18H57N15O9

A cluster of 9 separate species, C18H57N15O9 in total (wB97M-V/def2-TZVPD, the Open Molecules 2025 dataset).

Each atom is followed by the atoms it is bonded to, with distances in Å.
Geometry (Å):
1 O 1.2679 -8.0184 2.5339  C27 1.186
2 O -5.2933 -0.0198 3.5405  C26 1.201
3 O 5.8210 2.9825 -3.1836  C29 1.432, C38 1.393
4 O -8.0587 -1.6319 -2.5862  C30 1.231
5 O 2.6020 11.1296 1.5158  C25 1.402, C41 1.372
6 O -0.5439 -7.6600 -3.7513  C33 1.410, C39 1.415
7 O -3.7884 -6.4223 7.4089  C37 1.227
8 O 0.5260 -1.1981 -0.4969  C31 1.212
9 O 2.1107 3.9482 3.1621  C35 1.200
10 N -0.9242 -0.0181 0.7973  C31 1.297, H61 1.010, H71 1.010
11 N 1.6083 -8.8954 -6.4759  C40 1.482, H75 1.010, H94 1.010
12 N -2.0228 -7.5190 6.6602  C37 1.305, H52 1.010, H66 1.010
13 N 2.5756 4.4616 5.2221  C35 1.295, H53 1.010, H90 1.010
14 N 2.7587 -6.4491 3.0786  C27 1.308, H62 1.010, H74 1.010
15 N -2.4304 -5.5149 5.8588  C37 1.318, H55 1.010, H68 1.010
16 N -9.2784 -2.9576 -3.9307  C30 1.295, H49 1.010, H72 1.010
17 N -1.3065 -2.0508 0.1674  C31 1.289, H69 1.010, H70 1.010
18 N -0.2976 9.0183 2.0825  C36 1.460, H77 1.010, H91 1.010
19 N -6.0342 1.4315 2.1622  C26 1.217, H67 1.010, H92 1.010
20 N -7.9489 -3.8877 -2.5389  C30 1.320, H47 1.010, H76 1.010
21 N 3.4681 1.4987 -4.7086  C28 1.482, H73 1.010, H86 1.010
22 N 3.6586 2.8130 4.2735  C35 1.307, H89 1.010, H98 1.010
23 N -5.3479 2.1850 3.9580  C26 1.322, H60 1.010, H83 1.010
24 N 1.9292 -6.4527 1.1018  C27 1.330, H63 1.010, H97 1.010
25 C 3.8073 11.4207 2.1695  O5 1.402, H57 1.090, H78 1.090, H85 1.090
26 C -5.6292 1.0983 3.2602  O2 1.201, N19 1.217, N23 1.322
27 C 1.9522 -7.0869 2.2702  O1 1.186, N14 1.308, N24 1.330
28 C 3.5058 2.8614 -4.1279  N21 1.482, C29 1.515, C42 1.565, H48 1.090
29 C 4.4156 3.1089 -2.9422  O3 1.432, C28 1.515, H79 1.090, H96 1.090
30 C -8.4027 -2.7379 -3.0025  O4 1.231, N16 1.295, N20 1.320
31 C -0.5038 -1.0438 0.1231  O8 1.212, N10 1.297, N17 1.289
32 C -0.3049 11.4737 1.9701  C36 1.517, H45 1.090, H59 1.090, H81 1.090
33 C -0.2139 -8.3023 -4.9628  O6 1.410, C40 1.534, H51 1.090, H58 1.090
34 C 1.8069 -6.7402 -5.4142  C40 1.554, H46 1.090, H54 1.090, H88 1.090
35 C 2.7427 3.7391 4.1602  O9 1.200, N13 1.295, N22 1.307
36 C 0.4170 10.1938 1.5927  N18 1.460, C32 1.517, C41 1.512, H84 1.090
37 C -2.8330 -6.4959 6.6418  O7 1.227, N12 1.305, N15 1.318
38 C 6.6231 3.3396 -2.1025  O3 1.393, H50 1.090, H56 1.090, H99 1.090
39 C -1.9514 -7.5984 -3.6143  O6 1.415, H43 1.090, H64 1.090, H87 1.090
40 C 1.2962 -8.1938 -5.2089  N11 1.482, C33 1.534, C34 1.554, H82 1.090
41 C 1.7580 10.3561 2.2720  O5 1.372, C36 1.512, H93 1.090, H95 1.090
42 C 1.9899 3.1659 -3.8843  C28 1.565, H44 1.090, H65 1.090, H80 1.090
43 H -2.4267 -8.5769 -3.6831  C39 1.090
44 H 1.5876 2.4841 -3.1350  C42 1.090
45 H 0.2474 12.3610 1.6608  C32 1.090
46 H 1.3954 -6.3051 -6.3249  C34 1.090
47 H -7.2421 -3.8097 -1.8217  N20 1.010
48 H 3.9249 3.5305 -4.8794  C28 1.090
49 H -9.3992 -3.9571 -4.0104  N16 1.010
50 H 6.6157 2.6108 -1.2920  C38 1.090
51 H -0.8002 -7.9260 -5.8011  C33 1.090
52 H -1.4474 -7.5547 5.8309  N12 1.010
53 H 1.9330 5.2392 5.1717  N13 1.010
54 H 2.8757 -6.5281 -5.3875  C34 1.090
55 H -1.5839 -5.6260 5.3192  N15 1.010
56 H 6.4785 4.3071 -1.6217  C38 1.090
57 H 3.7637 11.8966 3.1491  C25 1.090
58 H -0.4014 -9.3668 -4.8219  C33 1.090
59 H -0.4514 11.5334 3.0485  C32 1.090
60 H -4.6693 2.0858 4.6994  N23 1.010
61 H -0.4210 0.8428 0.9576  N10 1.010
62 H 3.4406 -5.8662 2.6145  N14 1.010
63 H 1.5901 -6.8656 0.2447  N24 1.010
64 H -2.5074 -6.9712 -4.3111  C39 1.090
65 H 1.3418 3.0170 -4.7480  C42 1.090
66 H -2.2314 -8.3339 7.2192  N12 1.010
67 H -6.1771 2.4188 2.0044  N19 1.010
68 H -3.0430 -4.7200 5.7453  N15 1.010
69 H -1.0663 -2.8670 -0.3768  N17 1.010
70 H -1.9638 -2.1048 0.9323  N17 1.010
71 H -1.9099 0.0123 1.0154  N10 1.010
72 H -9.8836 -2.1924 -4.1923  N16 1.010
73 H 3.2505 0.9162 -3.9127  N21 1.010
74 H 2.6835 -6.4856 4.0851  N14 1.010
75 H 1.4005 -8.4038 -7.3334  N11 1.010
76 H -8.2521 -4.8348 -2.7154  N20 1.010
77 H -1.1423 8.7703 1.5873  N18 1.010
78 H 4.2958 10.4730 2.3962  C25 1.090
79 H 4.1754 2.4862 -2.0804  C29 1.090
80 H 1.8423 4.2117 -3.6148  C42 1.090
81 H -1.3241 11.4780 1.5836  C32 1.090
82 H 1.8768 -8.7479 -4.4714  C40 1.090
83 H -5.4996 3.0939 3.5445  N23 1.010
84 H 0.5128 10.1595 0.5074  C36 1.090
85 H 4.5130 11.9331 1.5156  C25 1.090
86 H 4.4412 1.3399 -4.9275  N21 1.010
87 H -2.1409 -7.1332 -2.6469  C39 1.090
88 H 1.6045 -6.1566 -4.5162  C34 1.090
89 H 3.6222 2.1336 3.5271  N22 1.010
90 H 3.1350 4.3510 6.0557  N13 1.010
91 H 0.3872 8.3121 1.8536  N18 1.010
92 H -6.2755 0.7512 1.4558  N19 1.010
93 H 2.2541 9.3928 2.3909  C41 1.090
94 H 1.1014 -9.7464 -6.6733  N11 1.010
95 H 1.6108 10.8563 3.2292  C41 1.090
96 H 4.3471 4.1567 -2.6495  C29 1.090
97 H 2.6046 -5.7027 1.0617  N24 1.010
98 H 4.2837 2.8251 5.0667  N22 1.010
99 H 7.5958 3.4710 -2.5764  C38 1.090

Values from the calculation:
HOMO-LUMO gap ... 9.409 eV
HOMO level ... -9.24 eV
Multiplicity ... 1

***

Energies relative to the most stable structure, in eV: i 3.220; ii 0.000; iii 5.661.